Computed, not measured: a molecular structure, C2H14CdO6 at a distorted geometry, with the ωB97M-V functional and the def2-TZVPD basis.

```
23
Properties=species:S:1:pos:R:3:forces:R:3:mulliken_charge:R:1
H 0.050600 2.421105 -2.433658 -0.074 -0.106 0.051 0.238
H -3.516292 -0.586888 0.814709 -0.131 0.030 -0.138 0.251
H -2.743384 -1.919940 0.990869 0.308 -0.223 -0.284 0.321
O -2.646631 -0.961856 0.960852 -0.522 0.212 0.464 -0.527
H 0.352073 -0.650483 3.466600 0.112 0.057 0.085 0.245
O -0.659717 1.517088 1.202331 0.219 0.857 0.500 -0.494
H 2.843029 -0.725925 0.496191 0.014 -0.212 -0.233 0.250
H -0.554136 -1.777886 2.955943 0.037 -0.272 -0.243 0.299
Cd -0.356794 -0.594639 0.480197 -0.112 -0.920 -2.045 1.392
C 0.889733 1.743544 -2.258871 0.310 0.304 -0.310 -0.842
H 1.678580 1.998931 -2.978445 -0.049 0.040 0.027 0.373
H -1.401214 2.003375 1.568309 -0.215 -0.067 0.060 0.250
H -0.025730 2.179240 0.915038 -0.008 0.104 -0.318 0.286
H 0.243182 0.086702 -3.473821 0.014 0.130 0.007 0.269
H -0.403802 -2.872904 -0.544932 -0.097 -0.061 0.355 0.223
O -0.202458 -0.911705 2.729807 -0.111 0.057 0.999 -0.488
H 1.423928 -0.306958 -2.223109 -0.117 0.000 -0.119 0.159
O -0.545057 -0.106420 -1.604964 -0.077 0.195 0.330 -0.791
H 2.216066 0.312845 1.423106 0.144 0.077 0.073 0.270
C 0.494806 0.279301 -2.416089 0.221 -0.217 0.338 -0.254
H 1.308905 1.953743 -1.265540 -0.133 -0.134 0.053 0.108
O 1.999698 -0.372992 0.787119 0.342 0.389 0.282 -0.518
O -0.445385 -2.707279 0.408359 -0.075 -0.239 0.066 -1.020
```
Forces are in eV/Å.

## Properties
**Calculated total energy**: -703.7201 Ha
**Orbital gap**: 0.2521 Ha

=====

Computed, not measured: a molecular structure, H20NeO10, with the ωB97M-V functional and the def2-TZVPD basis.

```
31
Properties=species:S:1:pos:R:3:forces:R:3:mulliken_charge:R:1
H -2.578206 -5.309422 16.744212 -0.144 0.564 -0.154 0.312
H -2.164011 -6.722970 17.093798 0.021 -0.240 0.089 0.308
H -3.817967 -5.506063 12.271399 -0.478 0.530 -0.237 0.374
H -4.896542 -3.429536 12.433544 0.133 -0.087 0.280 0.413
H -2.589169 -6.013652 12.995480 0.180 -0.082 0.246 0.315
H -7.424016 -2.029741 16.361618 -0.162 -0.178 -0.171 0.298
H -3.585022 -2.821151 16.977837 -0.057 0.123 0.227 0.288
H -3.777915 -1.981988 13.345019 0.387 0.300 -0.204 0.315
H -6.961916 -8.162442 14.311677 0.322 0.068 -0.023 0.320
H -7.507480 -0.741049 17.151672 -0.078 0.252 0.150 0.297
O -5.047032 -4.126800 11.795262 0.307 -0.052 -0.631 -0.711
H -5.113297 -2.103848 14.047734 -0.336 0.222 0.192 0.340
H -5.933098 -4.436604 11.982716 -0.520 -0.129 0.209 0.411
O -3.099135 -6.133420 12.194351 0.397 -0.513 -0.029 -0.639
H -6.455920 -3.405003 17.831171 -0.014 0.406 0.035 0.318
H -8.368351 -8.523542 13.883396 -0.181 -0.097 -0.153 0.303
H -6.401785 -4.509635 18.864977 0.055 -0.171 0.183 0.295
O -4.272701 -2.548192 13.937337 -0.058 0.104 -0.094 -0.834
O -7.012875 -1.557921 17.085896 0.306 -0.010 -0.115 -0.627
O -3.022606 -3.132166 16.268484 0.373 -0.294 0.747 -0.614
H -9.315727 -5.167153 16.071500 0.132 -0.247 0.292 0.308
H -8.147069 -5.285770 13.324349 -0.234 -0.081 0.651 0.313
H -3.418331 -2.774071 15.473875 -0.210 -0.056 -0.500 0.394
O -9.201091 -4.978028 15.140195 -0.007 0.045 -0.442 -0.632
O -7.829749 -8.368045 14.659260 -0.124 0.037 0.177 -0.631
O -2.017352 -6.028001 16.452122 0.157 -0.246 -0.091 -0.604
Ne -5.784822 -4.795772 14.975549 0.003 -0.012 0.038 0.015
O -7.574323 -5.099441 12.580393 0.058 0.117 -0.354 -0.659
O -6.859944 -4.239483 18.069151 -0.134 -0.305 -0.110 -0.579
H -9.098104 -4.027264 15.099303 -0.068 0.237 0.004 0.279
H -7.584956 -5.904001 12.061926 -0.022 -0.205 -0.213 0.314
```
Forces are in eV/Å.

## Properties
**Calculated total energy**: -893.3202 Ha
**Orbital gap**: 0.3574 Ha

=====

Computed, not measured: a molecular structure, C35H43BN9O3PbSi at a distorted geometry, with the ωB97M-V functional and the def2-TZVPD basis.

```
93
Properties=species:S:1:pos:R:3:forces:R:3:mulliken_charge:R:1
H 3.248600 1.944800 6.098100 -0.008 0.019 0.051 0.390
C 0.228300 1.370700 -4.945100 -0.081 -0.088 -0.196 -1.091
H -5.945400 -1.756600 2.538200 -0.069 -0.088 -0.020 0.429
C -0.529500 -0.004100 3.237800 0.877 0.577 -0.027 -1.870
H 1.813900 -0.973100 6.375400 -0.050 0.010 0.022 0.320
H -0.555000 1.620500 4.368400 -0.054 -0.171 -0.016 0.209
C -1.683600 3.539600 5.264800 0.019 -0.026 0.271 -0.522
H -2.070600 4.291100 5.961100 0.104 -0.115 -0.055 0.351
H -4.556300 0.030700 -2.465400 -0.103 -0.046 -0.217 0.471
H -4.988400 0.942700 0.094300 -0.188 0.018 0.028 0.543
C 4.099900 1.857900 4.130400 0.039 0.010 0.032 -0.724
H -2.878200 -0.969700 -3.863500 -0.256 -0.013 -0.075 -0.171
H 1.128100 -2.568500 -0.353600 0.028 -0.036 -0.015 0.421
C -2.855700 0.401900 0.260900 -0.319 0.012 -0.155 -0.501
C -1.457600 3.538600 2.808900 -0.136 0.402 -0.044 0.313
H 3.110200 -3.382400 4.041600 0.132 -0.236 -0.130 0.557
O -2.064600 3.981500 3.989200 -0.012 -0.362 -0.479 -0.522
H -2.139600 -3.505900 1.864300 0.006 0.045 0.065 0.448
H 1.003200 -4.241200 -2.417100 0.174 -0.021 -0.005 0.520
H 2.959000 -5.334500 2.317000 0.156 0.037 0.091 0.320
H -0.248100 2.788900 -0.757600 0.105 -0.065 -0.198 0.352
N -1.018500 1.280700 3.533900 0.002 0.191 0.467 0.814
H -1.402400 -5.296700 -1.703800 -0.106 -0.173 0.065 0.435
C -4.399500 -0.094900 5.029100 0.136 0.095 0.089 -0.824
N -0.967200 0.117400 -3.580500 -0.045 0.040 -0.732 -0.029
C 1.752500 0.512900 3.398200 0.301 0.658 0.564 -0.041
C -0.962900 2.262300 2.494500 -0.006 0.086 -0.165 0.466
H 0.624400 1.836300 -5.829100 0.049 0.017 -0.050 0.393
H 4.669400 1.637900 2.084400 0.027 0.007 -0.115 0.442
H -1.856300 5.494300 2.098000 -0.046 0.101 0.056 0.414
C -1.470000 4.522700 1.829800 0.009 -0.014 0.114 -0.292
C 3.902100 1.448500 2.820700 0.230 0.060 0.018 -1.080
H -3.150400 -3.221100 -2.167900 -0.214 0.017 0.057 0.620
H -2.970000 -3.587300 0.306400 0.145 0.061 0.060 0.302
O 0.922500 0.739300 5.638700 0.351 0.336 -0.536 -0.259
C 1.949800 0.964500 4.718400 -0.226 -0.042 -0.158 0.489
C -0.558900 2.984700 0.261100 0.122 -0.352 0.047 -0.614
H 4.826600 -3.054400 1.457900 0.061 -0.106 0.180 0.319
C -2.086000 -3.278700 -2.288800 0.064 -0.192 0.036 -0.480
H 1.307000 2.274000 -3.215200 0.065 0.061 0.188 0.460
H 5.012700 2.361600 4.417500 0.012 0.035 -0.001 0.397
H -4.588100 0.446800 5.944800 0.007 0.012 0.076 0.403
N -1.445400 -0.989400 3.028000 0.016 -0.277 -0.638 0.718
N 0.701000 -0.298000 3.101400 -0.745 -0.788 -0.030 0.916
H 1.745300 -2.288400 4.093900 -0.237 0.047 0.111 0.141
C 0.893000 -2.232500 0.664600 0.298 0.028 0.507 -0.447
C -2.644200 -2.910300 1.095400 0.201 -0.164 -0.209 -0.399
Si 2.313200 -2.930400 1.697900 0.319 -0.549 0.108 0.513
N -0.094200 -2.519600 -2.834200 0.830 0.442 -0.170 -0.887
C -0.494000 1.952500 1.204100 -0.242 0.319 0.435 0.004
H -1.055800 5.033800 -0.194400 0.007 -0.038 -0.101 0.387
C 0.568400 1.599300 -3.609100 -0.031 -0.095 -0.119 -0.403
N -1.975400 -0.100700 -0.597700 0.357 -0.104 0.496 0.793
H 0.354700 -0.377700 7.214200 0.096 0.013 0.041 0.284
H 1.216900 -5.101900 2.372400 -0.161 0.005 0.129 0.332
C -5.160400 -1.328300 3.143100 0.019 0.094 0.046 -0.584
C 2.752300 0.779500 2.461600 -0.217 0.026 0.133 -0.361
C -3.853600 -1.530400 2.692300 -0.170 -0.143 0.010 -0.162
C 3.116400 1.617000 5.075100 -0.119 0.030 0.183 -0.615
H -2.132300 2.573500 5.526000 0.111 0.068 -0.069 0.078
H 3.330100 -1.688800 3.654500 0.084 0.217 0.010 0.248
H -1.057700 -1.765000 2.512900 -0.045 -0.117 0.094 0.066
O -3.827700 -2.322400 1.580700 -0.115 0.368 0.233 -0.451
H -1.325000 -0.069300 -5.643800 -0.135 -0.124 -0.150 0.441
H 2.015300 -5.305900 0.832800 -0.029 -0.088 -0.251 0.329
N -2.610600 -0.283700 -1.756500 -0.617 -0.063 -0.391 -0.133
C -3.885700 0.100000 -1.633700 -0.256 0.143 0.160 -0.454
C 0.037100 -3.771700 -2.433600 -0.081 -0.018 -0.067 -0.457
H -1.967600 -2.170000 0.663700 -0.070 -0.166 0.009 -0.233
C -5.446100 -0.608100 4.282000 -0.013 -0.119 -0.099 -0.538
B -2.005600 -0.857900 -3.051500 0.386 0.174 0.201 -0.058
C -1.199600 -4.309100 -2.067700 -0.183 -0.115 -0.009 -0.704
H -2.284100 0.091500 5.191400 0.000 0.015 0.016 0.242
H 4.223500 -1.531200 0.835800 0.026 0.282 0.012 0.278
C -3.103300 -0.278700 4.595400 -0.180 -0.115 0.119 -0.226
C -1.029300 4.251000 0.553300 -0.003 0.162 0.061 -1.174
C 1.283800 -0.081800 6.724900 0.112 -0.219 0.278 -1.001
C -2.791500 -0.944900 3.404600 -0.420 -0.135 0.126 1.239
N -0.161200 0.837200 -2.810300 0.129 0.284 0.564 0.120
C 2.119300 -4.855400 1.815400 0.014 0.636 -0.260 -1.352
N -1.386200 -2.219900 -2.736100 -0.335 -0.404 0.129 0.854
H -2.579400 0.648000 1.262700 0.109 0.048 0.167 0.553
H 1.921700 0.452600 7.440300 -0.086 -0.064 -0.040 0.309
C -0.758300 0.410400 -4.871600 0.105 0.166 -0.307 -0.317
C 2.649700 -2.528200 3.548900 -0.266 0.020 -0.417 -1.047
H -6.469800 -0.487000 4.603800 -0.090 0.061 -0.013 0.363
Pb 0.402800 0.095800 -0.130500 0.968 -0.072 0.059 1.526
C -4.094200 0.552900 -0.348100 0.013 -0.010 -0.053 -1.523
H 4.071400 -2.984800 -0.123600 -0.029 -0.097 -0.270 0.341
H 0.000800 -2.806000 0.928000 -0.093 -0.114 0.099 -0.366
H -0.594700 3.493900 5.382600 -0.001 -0.041 -0.017 0.204
C 4.021600 -2.596400 0.888100 -0.651 -0.106 0.095 -1.196
H 2.601800 0.433300 1.451500 0.120 -0.065 -0.136 0.233
```
Forces are in eV/Å.

## Properties
**Calculated total energy**: -2585.2760 Ha
**Orbital gap**: 0.2331 Ha
**Total charge**: -1

=====

Computed, not measured: a molecular structure, C24H21Cl4NO5SW, with the ωB97M-V functional and the def2-TZVPD basis.

```
57
Properties=species:S:1:pos:R:3:forces:R:3:mulliken_charge:R:1
C -0.452865 -1.746077 -3.155270 0.026 -0.273 0.064 0.132
C 1.751525 2.274091 -1.530166 -0.003 0.122 -0.395 -1.493
H -0.547382 0.072362 -4.280330 0.021 -0.011 0.009 0.451
H -0.586840 -3.620971 -2.135913 0.010 0.000 -0.003 0.443
W 1.333730 0.408493 -0.688751 -0.498 0.198 0.580 2.098
Cl 6.038565 -1.373271 -1.169296 0.010 -0.002 -0.007 -0.197
C -0.993864 -0.898469 -4.113650 -0.008 0.004 -0.067 -0.366
H -2.022620 -3.055719 2.290176 -0.012 -0.002 0.001 0.416
H -0.862075 5.240828 1.769397 -0.029 -0.015 -0.005 0.418
C -0.381664 4.337593 2.147954 0.036 0.072 -0.008 -0.718
C -2.119675 -3.403469 -3.635822 -0.002 0.028 0.012 -0.672
H -4.688430 -1.351217 -0.597491 -0.005 -0.011 0.009 0.433
C 3.146276 -0.372877 1.370479 -0.061 0.060 0.094 -0.215
H -1.190929 1.312189 2.322640 0.017 -0.035 -0.027 0.180
S -0.593505 3.046497 0.884024 0.032 -0.136 -0.163 0.349
C -2.215099 -2.356279 1.486622 0.040 0.014 0.010 -0.847
C -1.016038 -2.995394 -2.907094 -0.050 0.053 -0.013 -0.229
H -2.863459 0.123562 -1.396586 0.014 -0.011 -0.008 0.469
C 5.685227 -1.422451 1.540499 0.039 -0.021 0.022 0.193
O 0.700560 2.265760 0.928502 0.168 0.066 0.077 -0.491
H -0.344264 3.176856 3.963796 -0.006 -0.013 -0.011 0.295
C 0.683608 -1.314542 -2.326350 0.867 -0.141 -0.468 0.876
H -3.017506 3.768354 2.596712 -0.004 -0.010 -0.003 0.310
O 1.918035 0.118738 1.139450 0.009 -0.400 0.261 -0.467
O 1.079469 -1.913527 -1.310724 -0.370 0.160 0.195 -0.590
H -1.264950 4.674827 4.100471 0.000 0.001 0.000 0.376
C 4.947856 -1.191085 2.702005 0.021 -0.011 0.016 0.553
C 3.659322 -0.660104 2.620026 -0.031 -0.063 -0.110 -0.329
C 5.158656 -1.113909 0.283902 -0.037 0.125 0.002 0.136
H -2.738841 2.523474 3.808372 0.017 -0.004 0.006 0.361
C -1.786536 2.126833 1.906092 0.004 -0.024 0.071 -0.375
H -0.205216 -1.584501 1.490203 0.028 0.014 -0.045 0.530
H -4.265375 -2.946285 1.251388 0.002 0.000 0.002 0.408
N -0.410169 0.171493 -0.475372 0.346 0.033 0.618 -0.051
C -3.473865 -2.295632 0.903409 -0.032 0.001 -0.006 -0.522
C -2.697651 -0.571163 -0.582245 -0.058 -0.009 0.050 0.009
C -1.432401 -0.634930 0.005650 -0.022 0.101 -0.468 0.093
C -2.270494 3.075640 2.993600 -0.020 0.005 0.010 -0.752
Cl 2.684307 -0.375989 4.010066 0.009 -0.006 0.011 -0.206
H -2.537118 -0.654936 -5.579513 0.001 -0.003 -0.003 0.412
C 3.890234 -0.558162 0.208806 0.008 -0.121 -0.025 0.428
C -1.028882 3.843694 3.436410 0.024 0.004 -0.003 -0.631
H 0.692917 4.502599 2.204058 -0.008 0.026 0.007 0.358
C -3.712178 -1.400169 -0.132232 0.037 0.023 0.002 -0.775
H 0.840401 2.815505 -1.781322 0.067 0.134 0.007 0.391
Cl 5.612470 -1.566494 4.246896 0.005 -0.004 0.004 -0.201
H -2.563121 -4.372667 -3.450806 -0.001 -0.002 -0.007 0.414
C -2.104974 -1.308588 -4.833419 0.008 0.016 0.007 -0.672
O 1.300602 -0.194809 -2.620533 -0.669 -0.046 -0.357 -0.813
C -1.189246 -1.536201 1.041639 -0.098 -0.038 0.114 -0.170
H -3.526653 -2.875661 -5.165627 -0.005 0.000 0.011 0.415
H -2.564055 1.707750 1.273192 -0.035 0.008 -0.033 0.419
O 3.252485 -0.183133 -0.890870 0.217 0.030 0.036 -0.753
Cl 7.267778 -2.096524 1.648907 -0.005 0.005 0.000 -0.194
H 2.339090 2.822722 -0.794040 -0.005 0.077 -0.041 0.367
C -2.662379 -2.558037 -4.596141 -0.008 -0.024 -0.014 -0.379
H 2.347206 2.093381 -2.425779 -0.001 0.057 -0.018 0.376
```
Forces are in eV/Å.

## Properties
**Calculated total energy**: -3664.2212 Ha
**Orbital gap**: 0.2774 Ha

=====

The lowest calculated total energy belongs to which entry? C24H21Cl4NO5SW

=====

calculated total energy of number 1 (C2H14CdO6)? -703.7201 Ha

=====

Which of these has the highest orbital gap? H20NeO10